[1]
119
Properties=species:S:1:pos:R:3 method="wB97M-V/def2-TZVPD" energy_ha=-3381.4102 homo_ha=-0.19397 charge=-1 fmax_ev_per_a=1.151 multiplicity=1
O 4.076 -0.833 1.851
C 2.950 -0.938 1.530
F 2.029 -1.506 2.337
N 2.341 -0.497 0.323
N 2.962 0.710 -0.176
C 1.958 1.636 -0.672
Cl 1.437 1.116 -2.312
C 0.697 1.771 0.203
C -0.439 0.759 -0.004
O -0.968 0.362 1.271
C -1.037 -1.009 1.500
C -2.230 -1.686 0.806
F -3.102 -0.808 0.289
F -1.850 -2.497 -0.204
F -2.929 -2.466 1.663
C 2.749 3.022 -0.660
O 2.975 3.584 -1.723
O 3.057 3.302 0.530
C 2.358 -1.565 -0.620
O 1.662 -2.515 -0.528
F 3.242 -1.411 -1.600
H 3.437 1.198 0.585
H 0.299 2.774 0.016
H 0.995 1.746 1.254
H -0.117 -0.128 -0.558
H -1.258 1.216 -0.570
H -0.136 -1.543 1.174
H -1.164 -1.140 2.579
C -2.243 0.828 -6.510
C -2.580 -0.254 -5.486
C -1.272 -0.364 -4.711
O -0.691 0.939 -4.739
C -1.365 1.761 -5.685
H -3.121 1.330 -6.914
H -1.674 0.396 -7.338
H -3.382 0.097 -4.832
H -2.888 -1.201 -5.928
H -0.588 -1.079 -5.177
H -1.413 -0.661 -3.670
H -1.978 2.494 -5.148
H -0.625 2.301 -6.278
C -7.545 1.368 -5.506
C -7.234 1.996 -4.148
C -5.710 2.003 -4.159
O -5.324 2.161 -5.525
C -6.449 1.969 -6.378
H -8.546 1.591 -5.875
H -7.434 0.283 -5.452
H -7.618 3.018 -4.109
H -7.644 1.444 -3.304
H -5.306 1.058 -3.780
H -5.278 2.818 -3.577
H -6.757 2.937 -6.790
H -6.156 1.320 -7.205
C -2.356 1.134 6.621
C -0.934 1.622 6.333
C -0.512 0.710 5.185
O -1.710 0.409 4.467
C -2.845 0.809 5.215
H -2.979 1.872 7.125
H -2.332 0.229 7.233
H -0.957 2.660 5.993
H -0.263 1.560 7.189
H -0.072 -0.223 5.555
H 0.197 1.180 4.503
H -3.275 1.697 4.737
H -3.592 0.013 5.193
C -5.135 3.456 0.953
C -4.572 3.264 2.361
C -3.262 2.540 2.069
O -2.824 3.016 0.796
C -3.867 3.742 0.157
H -5.870 4.258 0.877
H -5.600 2.531 0.606
H -4.378 4.234 2.824
H -5.228 2.695 3.020
H -3.405 1.456 2.011
H -2.482 2.737 2.804
H -3.624 4.811 0.172
H -3.931 3.421 -0.884
C 8.601 -2.153 1.170
C 7.111 -2.253 1.490
C 6.713 -3.490 0.698
O 7.865 -4.342 0.677
C 9.006 -3.621 1.137
H 9.169 -1.576 1.900
H 8.745 -1.697 0.188
H 6.966 -2.425 2.559
H 6.538 -1.373 1.209
H 6.443 -3.230 -0.331
H 5.881 -4.036 1.145
H 9.275 -3.979 2.138
H 9.842 -3.822 0.465
C 5.397 0.870 6.013
C 4.698 0.187 4.838
C 3.243 0.560 5.093
O 3.261 1.834 5.739
C 4.590 2.157 6.141
H 6.457 1.053 5.844
H 5.294 0.268 6.920
H 5.041 0.613 3.895
H 4.851 -0.890 4.796
H 2.761 -0.166 5.758
H 2.651 0.637 4.180
H 4.983 2.938 5.481
H 4.563 2.546 7.160
C 0.490 -5.847 -4.215
C 0.414 -5.243 -2.813
C 0.389 -3.752 -3.120
O -0.278 -3.623 -4.386
C -0.406 -4.898 -5.002
H 0.155 -6.882 -4.268
H 1.515 -5.799 -4.590
H -0.513 -5.545 -2.321
H 1.248 -5.519 -2.170
H 1.400 -3.348 -3.210
H -0.147 -3.169 -2.374
H -1.454 -5.219 -4.954
H -0.122 -4.813 -6.053

---

[2]
9
Properties=species:S:1:pos:R:3 method="wB97M-V/def2-TZVPD" energy_ha=-117.7862 homo_ha=-0.35957 e_above_lowest_ev=2.334 charge=0 fmax_ev_per_a=6.404 multiplicity=1
C 1.331 -0.196 0.128
C 0.149 0.358 -0.142
C -1.194 -0.199 -0.171
H 2.255 0.434 0.197
H 1.593 -1.195 0.184
H 0.373 1.893 0.177
H -1.659 -0.160 -1.125
H -1.886 0.231 0.616
H -0.962 -1.166 0.136

---

[3]
15
Properties=species:S:1:pos:R:3 method="wB97M-V/def2-TZVPD" energy_ha=-304.7214 homo_ha="-0.24943 / -0.24944" e_above_lowest_ev=3.105 charge=0 fmax_ev_per_a=1.132 multiplicity=1
C -1.173 -1.455 -0.454
C -1.155 0.026 -0.232
C -0.002 2.042 0.362
N -0.063 0.763 -0.036
C 1.247 0.118 -0.229
C 1.651 -0.649 0.955
N 1.988 -1.276 1.866
H -0.302 -1.969 -0.031
H -1.251 -1.745 -1.515
H -2.051 -1.881 0.045
H -2.086 0.574 -0.143
H 0.940 2.564 0.327
H -0.930 2.538 0.608
H 1.199 -0.544 -1.096
H 1.988 0.894 -0.427

---

[4]
22
Properties=species:S:1:pos:R:3 method="wB97M-V/def2-TZVPD" energy_ha=-346.4092 homo_ha=-0.30289 e_above_lowest_ev=3.209 charge=0 fmax_ev_per_a=3.951 multiplicity=1
C 0.557 -0.341 0.750
C -1.461 -1.395 -0.307
C 1.251 0.795 1.468
C 1.029 -1.704 1.199
C -0.697 -0.206 0.208
N -1.121 1.009 -0.299
H 1.250 0.148 -1.036
H -0.811 1.808 0.242
H -0.923 -1.908 -1.108
H -1.614 -2.120 0.492
H -2.417 -1.070 -0.711
H 2.329 0.715 1.319
H 0.947 1.776 1.111
H 1.059 0.743 2.541
H 0.475 -2.049 2.075
H 2.081 -1.666 1.479
H 0.906 -2.449 0.414
C -0.860 1.272 -1.766
N -1.008 2.403 -2.321
H -0.799 3.194 -1.712
H -1.119 0.398 -2.356
H 0.947 0.649 -1.684